# 1
34
Properties=species:S:1:pos:R:3:nbo_charge:R:1 method="wB97M-V/def2-TZVPD" de_lowest_kj_mol=0.0 total_charge=0 smiles="C[C@H](NC(=O)[C@@H](N)Cc1ccc(O)cc1)C(=O)O"
H -0.905 1.998 -0.206 0.2467
H 3.894 0.953 -1.128 0.2380
H 5.297 1.399 0.924 0.2258
H -2.630 1.296 -1.901 0.2137
H -0.792 1.156 1.334 0.2067
O 5.945 -0.597 -0.709 -0.6681
H 6.411 -1.412 -0.845 0.4965
N 2.435 -0.165 -0.145 -0.6268
C -4.375 -0.691 0.908 -0.2883
C -3.086 -0.186 1.098 -0.1986
N 0.049 -1.278 0.253 -0.8425
C 4.254 1.034 1.012 -0.6129
O 1.569 1.899 -0.493 -0.6448
C -5.036 -0.479 -0.307 0.2952
H -4.915 0.413 -2.261 0.2268
C 3.793 0.283 -0.236 -0.1565
H -4.843 -1.221 1.726 0.2077
C 4.672 -0.936 -0.480 0.7927
H 0.074 -1.199 1.290 0.3552
O -6.292 -0.936 -0.545 -0.6578
C -2.437 0.526 0.085 -0.0538
C 0.015 0.057 -0.332 -0.1287
H -2.588 -0.349 2.057 0.2099
H -6.601 -1.374 0.231 0.4764
C 1.403 0.696 -0.323 0.6718
H -0.250 -0.092 -1.420 0.2152
H 4.187 0.366 1.916 0.2089
C -4.400 0.240 -1.318 -0.2638
H -0.819 -1.786 0.039 0.3781
C -1.019 1.016 0.265 -0.4331
C -3.114 0.718 -1.116 -0.1820
H 3.596 1.893 1.168 0.2415
O 4.286 -2.088 -0.462 -0.6015
H 2.221 -1.155 -0.079 0.4525



# 2
33
Properties=species:S:1:pos:R:3:nbo_charge:R:1 method="wB97M-V/def2-TZVPD" de_lowest_kj_mol=0.0 total_charge=0 smiles="NC1=NC[C@H](Cc2cccc(CO)c2)C(N)=N1"
N -2.417 -1.876 2.516 -0.5831
C 3.818 1.346 -2.094 -0.0714
C -0.528 -1.724 0.426 -0.2326
H -0.635 1.820 -3.584 0.2199
C 0.041 1.618 -2.727 -0.2108
O 4.158 2.705 -2.033 -0.7133
C -1.189 -0.443 0.960 -0.3097
N -3.204 -3.804 1.559 -0.7873
H 3.389 3.205 -1.698 0.4784
C -1.780 -0.775 2.297 0.5096
H -0.212 -1.666 -0.634 0.2173
H -2.485 -0.218 4.116 0.4121
H 0.637 0.514 1.680 0.2187
H -0.676 1.717 1.360 0.2104
N -1.486 -2.850 0.576 -0.5600
H -3.413 -4.076 2.505 0.3776
H -2.026 -0.180 0.301 0.2347
H -1.525 1.401 -1.338 0.2007
C -0.459 1.391 -1.460 -0.1729
C -0.190 0.790 0.999 -0.4148
H 4.172 0.840 -2.992 0.1820
H 2.477 0.814 0.217 0.2155
H 4.320 0.812 -1.285 0.1621
C 1.790 1.046 -0.589 -0.2117
H -1.773 1.083 3.181 0.3871
H 1.825 1.770 -3.898 0.2167
H 0.387 -1.953 0.993 0.1847
C -2.330 -2.796 1.525 0.5316
C 2.304 1.331 -1.876 -0.0535
H -2.956 -4.555 0.932 0.3945
C 1.418 1.558 -2.928 -0.2200
C 0.390 1.092 -0.382 -0.0260
N -1.842 0.065 3.376 -0.7866



# 3
37
Properties=species:S:1:pos:R:3:nbo_charge:R:1 method="wB97M-V/def2-TZVPD" de_lowest_kj_mol=126.5 total_charge=0 smiles="N[C@@H](Cc1c[nH]cn1)C(=O)N[C@@H](Cc1c[nH]cn1)C(=O)O"
H -0.595 -2.040 3.534 0.2146
H 1.141 -1.976 3.021 0.2456
H 0.534 0.398 3.678 0.2049
C 1.154 0.306 1.694 0.6890
C -0.642 1.901 -3.003 -0.0821
H -1.991 0.106 3.111 0.3733
H 2.645 0.085 -0.433 0.2534
C 1.708 0.676 -0.626 -0.1590
N 0.502 -3.194 0.821 -0.4574
H -1.204 1.409 2.458 0.3660
C 0.107 -0.131 2.773 -0.1070
N 0.755 0.384 0.456 -0.6372
C -2.377 1.151 -1.829 0.1681
N -1.304 0.437 -1.419 -0.5129
N -1.259 0.370 2.476 -0.8660
O 2.598 2.685 0.440 -0.7064
H 1.046 -0.770 -2.089 0.2283
H 1.807 0.687 -2.728 0.2517
H 0.274 -4.150 -1.076 0.1957
H -0.094 2.579 -3.666 0.2406
H -2.622 2.729 -3.219 0.4250
O 2.323 0.550 2.019 -0.6844
C -0.256 0.950 -2.120 0.0776
H -0.223 0.388 0.154 0.4690
H -1.791 -2.653 -1.292 0.4123
C 2.178 2.141 -0.765 0.7854
O 2.285 2.785 -1.760 -0.5791
C 0.118 -1.688 2.754 -0.4250
C -1.338 -1.861 0.607 -0.0884
C -0.054 -3.449 -0.322 0.1566
N -2.010 2.026 -2.793 -0.5110
H -2.112 -1.175 0.713 0.2377
H 2.470 1.986 1.152 0.5025
C 1.090 0.326 -1.997 -0.4358
N -1.198 -2.677 -0.492 -0.5214
C -0.249 -2.191 1.359 0.0693
H -3.417 0.897 -1.591 0.2062



# 4
30
Properties=species:S:1:pos:R:3:nbo_charge:R:1 method="wB97M-V/def2-TZVPD" de_lowest_kj_mol=402.2 total_charge=+1
N 0.639 0.029 -0.672 -0.0310
C 0.927 -1.749 1.306 -0.2585
C -2.403 1.056 1.743 -0.2369
C 1.028 1.370 -0.566 -0.2368
C -1.062 1.231 2.334 -0.0374
H -3.077 1.841 1.937 0.2431
H -2.115 -1.443 -1.545 0.2517
H 0.434 1.866 0.158 0.2082
H 2.675 -0.666 -1.321 0.2411
C -1.599 -1.047 0.733 -0.3778
H 1.534 1.334 -2.626 0.2048
H 2.094 1.359 -0.216 0.2308
H -0.879 2.171 2.899 0.2441
H 0.940 -2.531 2.059 0.2475
H 1.419 -1.912 -1.296 0.2321
C -1.326 -1.366 -0.767 -0.0527
C 0.976 2.060 -1.932 -0.6077
C -2.581 0.028 0.919 -0.0793
H 2.599 -2.662 0.650 0.2514
O -0.509 -0.323 -1.252 -0.3561
H 1.525 2.973 -1.988 0.2357
H 0.927 0.656 2.315 0.2386
C -0.210 -0.749 1.281 0.2484
H -0.789 -2.347 -0.769 0.1905
H -1.884 -1.992 1.212 0.3044
C 2.003 -1.804 0.529 -0.1686
H 0.000 2.164 -2.289 0.2245
H -3.434 -0.243 0.367 0.2259
C 1.803 -1.091 -0.731 -0.2709
C -0.052 0.363 2.059 -0.3089



# 5
30
Properties=species:S:1:pos:R:3:nbo_charge:R:1 method="wB97M-V/def2-TZVPD" de_lowest_kj_mol=132.7 total_charge=0 smiles=CC(C)c1cccc2c1OC(C)(C)O2
H -1.984 -3.152 -2.080 0.2285
C -0.494 -0.111 -1.326 -0.0540
C -0.503 -1.542 0.678 0.2903
H -1.413 -3.467 0.493 0.2190
C -0.186 -0.326 0.043 0.2002
H 1.264 0.905 -3.212 0.2018
O -0.019 -1.651 1.941 -0.4856
H -1.988 1.985 -0.772 0.2081
C -0.976 2.361 -1.195 -0.6035
H -0.992 1.145 -3.063 0.2033
H -1.167 -0.176 3.408 0.2251
H 0.001 1.177 3.505 0.2177
H -1.148 -1.145 -3.075 0.2018
H 0.334 -0.447 4.292 0.2235
C -0.086 0.072 3.405 -0.6451
C -1.329 -2.489 -1.462 -0.2257
C 2.179 -0.459 2.157 -0.6534
C 0.585 -0.374 2.085 0.5204
H 2.464 -1.187 1.357 0.2245
H 2.476 -0.813 3.145 0.2130
C -1.061 -2.607 -0.068 -0.2775
C -0.458 1.213 -2.049 -0.2209
C -0.971 -1.261 -2.050 -0.1945
H -1.036 3.307 -1.757 0.2130
H 2.749 0.507 2.003 0.2307
H 1.058 2.565 -2.897 0.2060
H 1.635 1.359 -1.602 0.2043
C 1.002 1.588 -2.483 -0.5933
O 0.352 0.555 0.980 -0.4916
H -0.290 2.469 -0.401 0.2139



# 6
40
Properties=species:S:1:pos:R:3:lowdin_spin:R:1 method="wB97M-V/def2-TZVPD" spin_multiplicity=5 total_charge=-1
C -3.571 -1.944 -0.960 0.0004
H -3.812 -2.986 -0.758 0.0001
H 5.376 -4.381 2.880 0.0000
H -4.492 -0.829 1.373 0.0001
O -0.269 0.065 2.009 0.0434
S 2.943 3.672 -1.989 0.1924
C -3.544 -1.356 1.497 0.0008
C 4.198 -1.925 2.640 0.0004
S -0.305 2.394 -0.277 0.0822
H 4.957 -4.316 1.168 0.0000
C 4.544 -4.367 2.177 0.0001
H 1.285 0.603 5.125 0.0006
O -1.603 -3.337 0.959 0.0086
C -2.758 -1.373 0.198 0.0015
H -0.384 1.036 4.662 0.0001
H -2.980 -1.888 -1.873 0.0000
H -3.738 -2.382 1.801 0.0002
H 5.274 -1.806 2.652 0.0000
H 1.817 -4.297 2.245 0.0000
H -2.598 0.566 0.528 0.0007
C 3.386 -0.817 2.798 0.0026
C 2.265 -3.325 2.411 0.0000
Co -0.011 0.106 -0.126 2.6954
C 0.431 0.334 4.508 0.0064
O -2.341 -0.050 -0.169 0.0288
H 3.813 0.169 2.915 0.0024
Sb 2.106 2.418 -0.266 0.0001
S 3.026 3.000 1.774 0.7555
S 2.234 0.040 -0.638 0.0859
C 2.011 -0.977 2.750 0.0017
S 0.961 0.477 2.768 0.0373
H -4.489 -1.374 -1.101 0.0000
H 3.991 -5.300 2.267 0.0000
C 3.648 -3.187 2.424 0.0006
H 0.367 -2.338 2.503 0.0001
H 0.108 -0.685 4.696 0.0005
C -1.483 -2.279 0.356 0.0071
O -0.444 -1.823 -0.210 0.0429
H -2.952 -0.872 2.276 0.0001
C 1.441 -2.225 2.569 0.0010



Number 1: DFT total energy -877.39846 a.u.. Number 2: DFT total energy -761.13177 a.u.. Number 3: DFT total energy -1021.17987 a.u.. Number 4: DFT total energy -596.41316 a.u.. Number 5: DFT total energy -617.27993 a.u.. Number 6: DFT total energy -4382.53122 a.u..